(1)
13
Properties=species:S:1:pos:R:3 method="wB97M-V/def2-TZVPD" gap_ev=9.988 e_lumo_ev=1.139
C 0.67463 1.19315 -0.03109
C -0.61397 1.16841 -0.38251
C -1.09450 -0.24018 -0.53518
N -1.16489 -1.16857 0.59300
C 0.07159 -1.09042 -0.20896
C 1.15943 -0.18726 0.36528
H 1.31308 2.06800 -0.01311
H -1.24402 2.02809 -0.58262
H -1.77596 -0.49161 -1.34225
H -1.01654 -0.66997 1.47173
H 0.37639 -1.89600 -0.87572
H 2.18491 -0.43776 0.07770
H 1.12986 -0.27589 1.46373


(2)
13
Properties=species:S:1:pos:R:3 method="wB97M-V/def2-TZVPD" gap_ev=9.750 e_lumo_ev=0.907
C 1.51815 -0.74990 -0.64413
C 1.49357 0.50633 -0.43140
C 0.72695 1.43653 0.21803
N -0.77627 0.42370 0.84188
C -0.73613 -0.89009 0.70398
C -1.56805 -0.18054 -0.25998
H 2.15747 -1.47357 -1.12620
H 1.10023 1.83348 1.16111
H 0.16314 2.15583 -0.37257
H -0.76707 -1.66879 1.45777
H 0.50726 -1.21479 -0.09983
H -2.65240 -0.09358 -0.17740
H -1.16687 -0.08461 -1.27126


(3)
13
Properties=species:S:1:pos:R:3 method="wB97M-V/def2-TZVPD" gap_ev="8.171 / 6.325" e_lumo_ev="-0.365 / -1.225"
N -1.00578 2.21618 -0.15188
C -0.92175 1.35237 -0.96113
C -0.71139 0.28832 -1.77431
C -0.09705 -0.61346 0.79190
C 0.30528 0.61988 1.32195
C 0.86920 -1.39700 0.28711
H 0.17714 0.43877 -2.38644
H -1.63812 -0.05129 -2.22282
H -0.88882 -1.11464 1.33931
H -0.15417 0.74210 2.28597
H 1.28470 1.09553 1.24752
H 1.58809 -1.03401 -0.43288
H 0.86006 -2.42904 0.61352


(4)
13
Properties=species:S:1:pos:R:3 method="wB97M-V/def2-TZVPD" gap_ev=10.892 e_lumo_ev=0.979
N -1.92652 0.32571 -1.41607
C -1.04043 -0.40056 -1.59598
C 0.22100 -0.96010 -1.12223
C 0.11099 -0.40587 0.35979
C -0.56152 0.87300 0.63748
C 1.00439 0.46237 1.14164
H 1.06815 -0.57079 -1.70331
H 0.25927 -2.05751 -1.15854
H -0.30795 -1.16551 1.02306
H -1.51624 0.92818 1.17638
H -0.44160 1.72257 -0.03467
H 1.62252 1.21371 0.66272
H 1.50794 0.03480 2.02974


(5)
13
Properties=species:S:1:pos:R:3 method="wB97M-V/def2-TZVPD" gap_ev=9.234 e_lumo_ev=1.006
C 0.47344 -1.25642 -0.02985
C 1.51994 -0.41567 -0.72190
C 1.01096 0.75259 -0.33045
C -2.24928 1.27732 0.41185
N -1.43794 0.36892 -0.05613
C -0.11005 0.08786 0.44720
H 0.81575 -1.89551 0.78466
H -0.19862 -1.82469 -0.68425
H 2.39557 -0.69225 -1.29261
H 1.31402 1.78831 -0.46556
H -1.81270 1.49885 1.40950
H -1.61977 0.05359 -1.00369
H -0.10133 0.25710 1.53123


(6)
13
Properties=species:S:1:pos:R:3 method="wB97M-V/def2-TZVPD" spin_multiplicity=3 gap_ev="8.438 / 9.476" e_lumo_ev="0.771 / -1.580"
C 0.08556 -0.01514 2.83207
C -0.03352 -1.24815 0.64845
C 0.01019 0.35252 1.50042
C -0.03066 -1.27049 -0.78959
C -0.01995 1.70573 0.96182
N 0.12243 -0.23377 3.96378
H 0.48918 -2.06192 1.12149
H 1.02846 -1.56861 -1.26409
H -0.72527 -2.02864 -1.26234
H -0.07165 -0.23217 -1.07115
H 0.35782 2.51101 1.55661
H -1.03599 2.21286 0.60898
H 0.64176 1.60392 -0.03558


(7)
14
Properties=species:S:1:pos:R:3 method="wB97M-V/def2-TZVPD" gap_ev="6.362 / 6.364" e_lumo_ev="-6.502 / -6.501" charge=+1
C -0.69819 0.37856 -1.76402
C -1.85903 1.06540 -1.93077
C -0.54262 -0.35567 0.53368
C 0.69073 -0.50510 0.81286
C 2.01007 -0.54547 1.31273
N -1.24774 -0.28707 -0.63302
N -2.39743 0.65169 -0.73914
H 0.31905 0.38292 -2.13983
H -2.32766 1.62818 -2.61280
H -3.35740 0.30256 -0.60415
H -1.16918 -0.49473 1.41294
H 2.11294 -0.23974 2.32120
H 2.20500 0.17197 0.50847
H 2.59331 -1.37982 1.12523


(8)
14
Properties=species:S:1:pos:R:3 method="wB97M-V/def2-TZVPD" gap_ev=8.475 e_lumo_ev=-5.476 charge=+1
C -2.72729 -0.49912 -0.17254
N -1.60246 -0.73043 0.61123
N -0.65748 -1.32862 0.20899
C 0.53337 -1.30515 -0.03911
C 1.86222 -1.78307 -0.10014
C 1.66099 -0.42870 -0.05184
C 2.23986 0.83814 0.35188
H -2.65511 -0.76690 -1.32601
H -3.52824 -1.18848 0.17193
H -3.10023 0.43705 0.04435
H 2.48957 -2.61670 -0.12600
H 2.13296 1.46555 -0.54014
H 3.33683 0.88822 0.70919
H 1.44231 1.32795 1.05836


These records have ΔE to the lowest compared entry with this formula, charge and spin values of 180.50, 551.72, 526.85, 265.68, 377.47, 62.73, 767.61, 637.46 kJ/mol, in the order they appear.